Computed, not measured: a cluster of 2 separate species, C2H4NO3P in total, with ωB97M-V/def2-TZVPD.

```
11
Properties=species:S:1:pos:R:3:forces:R:3:lowdin_charge:R:1
C -1.135564 -0.479192 0.378949 2.2 -0.9 -2.8 -0.573
C -0.288189 0.768730 0.231938 0.7 0.4 2.0 -0.228
N -1.167629 -1.296374 -0.560040 -1.0 -1.2 0.3 -0.045
O -1.518902 -4.576760 0.470838 0.1 0.8 -0.4 -0.480
O -3.658182 -3.610109 -0.552445 -0.6 0.5 -1.2 -0.452
O -3.081229 -3.176774 1.872673 0.2 1.2 0.4 -0.460
P -2.626280 -3.549640 0.500814 0.6 -2.0 0.7 0.155
H -1.587685 -0.619377 1.297181 -1.3 -0.2 2.6 0.010
H -0.219424 0.945070 -0.811220 0.0 0.7 -0.9 0.006
H 0.780591 0.775587 0.655154 -1.3 -0.4 -0.3 0.048
H -0.880497 1.468046 0.834355 0.3 1.0 -0.4 0.019
```
Positions in Å, forces in eV/Å.

Its HOMO-LUMO gap is 5.6478 eV. The calculation puts the LUMO energy at 6.96 eV. The calculation puts the energy above the lowest of the compared OMol25 structures with the same formula, charge and spin at 25.1 kcal per mole. Its HOMO energy is 1.32 eV. The net charge is -2. The largest force on an atom comes out at 3.7 eV Å⁻¹.

=====

Computed, not measured: the molecule C7H11NO, with ωB97M-V/def2-TZVPD.

```
20
Properties=species:S:1:pos:R:3:forces:R:3:lowdin_charge:R:1
C -1.306195 0.137902 1.564240 0.4 -0.2 0.6 -0.031
C 0.658894 -0.766776 0.197996 -0.2 2.9 -2.4 -0.575
C 1.927711 -0.028861 -0.310776 -2.8 2.0 2.5 -0.083
C -0.564416 0.225562 0.180449 -0.2 -3.0 -0.6 -0.429
C -1.375108 -0.258308 -1.126159 -0.7 -0.3 -3.1 -0.050
C 0.135632 1.456352 -0.167408 -4.2 3.2 1.9 -0.165
C 1.397697 1.419151 -0.331111 4.0 1.9 -1.9 -0.066
H -0.705544 0.702240 2.444125 -1.6 -1.2 -2.3 0.129
H -1.416966 -0.957339 1.881564 0.4 1.4 -0.5 0.094
H -2.359692 0.466388 1.406337 0.8 0.3 0.6 0.070
H 0.022703 -1.850993 -1.227031 1.2 -0.5 2.3 0.111
H 2.626248 -0.295943 -1.051925 0.9 -1.1 -0.2 0.114
H 2.029276 -1.478409 1.277030 1.0 -0.4 0.2 0.100
H -2.359572 0.347027 -1.511057 2.2 -1.6 1.6 0.127
H -0.711271 -0.140721 -2.093896 -0.6 0.6 1.9 0.104
H -1.476720 -1.433782 -1.308151 -1.2 2.6 1.3 0.097
H -0.358966 2.464927 -0.053887 0.2 -1.2 -0.4 0.135
H 1.772480 2.527944 -0.624463 0.4 -3.2 0.7 0.151
N 1.680454 -0.546036 1.140878 0.4 -0.1 -0.6 0.155
O 0.383348 -1.990319 -0.286751 -0.2 -2.0 -1.6 0.011
```
Positions in Å, forces in eV/Å.

Its HOMO-LUMO gap is 9.3607 eV. The calculation puts the LUMO energy at 0.73 eV. The calculation puts the energy above the lowest of the compared OMol25 structures with the same formula, charge and spin at 109.4 kcal per mole. Its HOMO energy is -8.63 eV. Its structure (SMILES) is CC1(C)C=C[C@H]2N[C@]21O. The largest force on an atom comes out at 5.6 eV Å⁻¹.

=====

Computed, not measured: a cluster of 2 separate species, C3H6IN2S in total, with ωB97M-V/def2-TZVPD.

```
13
Properties=species:S:1:pos:R:3:forces:R:3:lowdin_charge:R:1
C -1.697294 0.638390 0.110576 -3.4 3.2 0.5 -0.332
C 0.566507 0.633913 -0.307901 -0.1 -2.1 -0.9 -0.098
C 0.048755 -0.841324 -0.055410 -0.7 -0.9 -1.2 -0.061
N -0.657745 1.388729 -0.127697 0.5 2.1 -1.1 0.031
N -1.421262 -0.600869 0.143772 0.0 -3.3 0.7 0.025
S -3.959723 1.637908 0.451512 3.3 -1.2 -0.4 0.071
I -5.063529 -0.291623 -0.095191 -0.5 -0.4 -0.1 0.475
H 1.230839 1.090174 0.404341 0.9 -0.7 0.2 0.124
H 0.984589 0.587875 -1.328729 -0.2 0.9 0.4 0.134
H 0.072721 -1.689304 -0.883836 0.7 2.3 1.4 0.172
H 0.448312 -1.237180 0.849000 0.3 -0.5 0.6 0.104
H -0.551793 2.407727 -0.305219 -1.1 -1.2 0.4 0.187
H -2.004200 -1.431572 0.417023 0.4 1.7 -0.4 0.166
```
Positions in Å, forces in eV/Å.

Its HOMO-LUMO gap is 6.8944 eV. The calculation puts the LUMO energy at -6.08 eV. The calculation puts the energy above the lowest of the compared OMol25 structures with the same formula, charge and spin at 38.8 kcal per mole. Its HOMO energy is -12.97 eV. The net charge is +1. The largest force on an atom comes out at 4.7 eV Å⁻¹.

=====

Computed, not measured: a structure of composition C18H41ErN4Si3, with ωB97M-V/def2-TZVPD.

```
67
Properties=species:S:1:pos:R:3:forces:R:3:mulliken_spin:R:1
Er 7.561369 11.133112 8.075109 -0.6 0.6 -0.2 3.055
N 5.441949 10.062752 7.362689 -0.1 -2.0 -1.1 -0.001
C 5.163989 10.301355 5.907343 -0.8 1.2 -0.2 0.004
C 5.128979 11.821889 5.674119 -0.4 -1.0 -0.1 -0.003
N 6.390768 12.424465 6.148437 -0.1 0.1 0.3 -0.002
C 7.382854 12.708651 5.106444 0.8 0.9 -0.6 -0.004
C 8.480472 11.665367 4.977567 0.4 -0.1 0.3 0.005
N 9.224429 11.618867 6.287707 0.2 -0.8 -0.5 -0.003
H 5.294047 9.030202 7.430742 0.7 0.8 0.4 0.000
H 4.670262 10.397630 7.916146 -0.4 0.4 0.2 0.001
H 4.224014 9.856351 5.535993 0.3 0.1 0.5 0.000
H 5.938144 9.869215 5.297551 0.5 -0.4 0.0 -0.001
H 4.317411 12.222187 6.285681 0.0 0.1 -0.1 0.000
H 4.891627 12.066396 4.618261 0.3 -0.1 0.5 0.000
H 6.104111 13.332802 6.481718 0.1 0.3 0.3 0.000
H 7.852057 13.658080 5.370584 0.1 0.1 0.1 0.000
H 6.902799 12.931386 4.155025 -0.1 -0.3 -0.2 0.000
H 9.164494 11.784696 4.112683 -0.5 0.4 0.5 0.000
H 8.005672 10.712159 4.823706 -0.1 -0.7 0.0 0.000
H 9.735388 12.472665 6.403091 0.1 0.9 0.1 0.000
H 10.006742 10.957737 6.247290 -0.4 -0.3 -0.2 0.000
C 8.817020 13.566074 8.690010 -0.4 -1.3 0.7 0.000
Si 7.797723 13.268234 10.363601 -0.5 0.1 -0.3 0.000
C 6.443503 14.604680 10.102255 0.1 -0.1 -0.7 0.000
C 8.716648 13.657457 11.939086 1.5 0.8 0.5 -0.001
C 7.234605 11.504427 10.359838 0.2 0.2 -0.6 -0.034
Si 5.483548 11.272428 10.974722 0.3 1.1 0.9 -0.002
C 4.228320 12.107169 9.861081 0.1 0.6 -1.2 0.001
C 5.156975 12.059928 12.704048 -0.3 -0.3 -0.6 0.000
C 5.084358 9.495240 11.067211 -0.6 -1.7 -0.1 0.000
Si 8.605975 10.378928 10.886334 0.3 -0.6 -1.5 -0.013
C 8.668131 9.924117 12.646115 1.6 0.5 0.0 -0.001
C 10.322954 10.825326 10.124990 -0.1 0.7 -0.8 0.000
C 8.550813 8.811360 9.694731 -0.7 -0.5 0.0 0.001
C 8.712164 7.486522 10.131099 0.3 1.3 -0.5 0.001
C 9.008432 6.471932 9.244268 -0.5 0.1 0.1 0.000
C 9.044494 6.774535 7.900305 -1.1 0.9 -0.8 -0.001
C 8.596382 8.033858 7.490684 0.9 -0.6 -0.8 0.000
N 8.412839 9.044327 8.339559 0.2 -0.5 0.9 -0.002
H 9.001037 14.583246 8.835270 0.5 1.9 0.2 0.000
H 8.304421 13.578146 7.729265 -0.3 -0.1 -0.2 -0.001
H 9.791362 13.101106 8.586991 0.1 -0.2 0.0 0.000
H 6.916305 15.580625 9.912775 0.1 -0.1 0.6 0.000
H 5.656859 14.697356 10.869463 0.5 0.0 -0.2 0.000
H 5.924958 14.480707 9.130365 0.0 -0.4 0.4 0.000
H 7.952813 14.133449 12.562854 0.1 0.1 0.1 0.000
H 9.582085 14.381098 11.870812 -1.1 -0.4 -0.2 0.000
H 9.149780 12.863850 12.579068 -0.4 -0.1 -0.7 0.000
H 4.154727 13.191222 9.996327 0.2 -0.2 0.0 0.000
H 3.272379 11.748892 10.157718 -1.0 -0.5 0.5 0.000
H 4.200930 11.934272 8.754216 0.4 0.2 0.7 0.000
H 5.251045 13.155698 12.652547 -0.4 -0.3 0.0 0.000
H 5.833230 11.755126 13.487920 0.6 -0.3 0.1 0.000
H 4.167036 11.732572 13.095691 0.4 0.6 -0.5 0.000
H 5.152479 8.915042 10.103618 0.1 0.5 0.9 0.000
H 4.073806 9.295301 11.485160 0.4 0.3 -0.4 0.000
H 5.751266 9.041980 11.814815 0.1 -0.1 -0.3 0.000
H 8.090048 10.724825 13.092105 -0.1 -0.2 0.7 0.000
H 9.747887 10.009367 12.952017 -1.1 -0.1 0.0 0.000
H 8.319581 8.939090 12.884884 -0.4 -0.4 0.3 0.000
H 10.830987 11.736039 10.527454 -0.3 -0.7 -0.4 0.000
H 10.189630 10.945031 9.010036 -0.1 0.5 0.7 0.000
H 11.031137 9.987163 10.044647 -0.2 0.0 0.9 0.000
H 8.645777 7.298615 11.173646 0.1 -0.2 0.7 0.000
H 9.076669 5.468847 9.620033 0.4 -0.4 -0.1 0.000
H 9.202304 6.070744 7.114985 0.3 -0.6 -0.1 0.000
H 8.449337 8.225179 6.397763 0.1 -0.1 1.0 0.000
```
Positions in Å, forces in eV/Å.

As for the spin multiplicity: 4. Its HOMO-LUMO gap (spin up / spin down) is 8.3080 / 8.3185 eV. The calculation puts the LUMO energy (spin up / spin down) at -5.64 / -5.61 eV. Its HOMO energy (spin up / spin down) is -13.95 / -13.93 eV. The net charge is +2. The largest force on an atom comes out at 2.3 eV Å⁻¹.

=====

Computed, not measured: a cluster of 8 separate species, C32H67N2O22 in total, with ωB97M-V/def2-TZVPD.

```
123
Properties=species:S:1:pos:R:3:forces:R:3:lowdin_charge:R:1
C 0.285297 9.706546 -0.205565 0.2 0.1 0.0 -0.072
N 0.859557 8.576754 -0.978576 0.0 -0.2 0.3 -0.093
C -0.159366 7.830118 -1.652450 -0.2 0.5 0.0 -0.178
N 0.459098 6.790089 -2.559054 0.0 0.1 -0.1 0.087
C 1.610357 6.019813 -2.000467 0.4 -0.3 0.0 -0.065
C 1.208374 5.143511 -0.811293 0.0 -0.2 0.5 -0.201
O 0.611002 4.112501 -0.941254 0.0 0.4 -0.2 0.080
H 0.521836 10.656059 -0.683534 -0.1 -0.1 -0.1 0.087
H 0.725511 9.719531 0.791897 0.0 0.0 -0.1 0.092
H -0.795444 9.610085 -0.074317 0.0 0.0 -0.1 0.086
H 1.350067 7.988454 -0.314867 -0.1 0.0 0.0 0.094
H -0.711112 8.507660 -2.308427 0.0 -0.1 0.0 0.152
H -0.898547 7.328967 -1.012731 0.2 -0.2 0.0 0.146
H -0.293127 6.144812 -2.828437 0.0 0.1 -0.1 0.124
H 0.764429 7.246898 -3.420555 0.1 0.1 0.1 0.192
H 1.998821 5.363190 -2.783091 -0.2 0.0 0.0 0.151
H 2.413278 6.703496 -1.726800 -0.2 0.2 0.0 0.131
H 1.522581 5.465230 0.195937 0.1 0.2 0.0 0.140
C 0.979102 1.132643 -1.935225 0.0 -0.3 -0.2 -0.064
C 0.640075 0.394359 -0.657420 0.1 0.3 0.1 -0.201
O -0.129791 -0.786307 -0.918200 0.0 0.0 0.0 0.042
C 0.572139 -1.836092 -1.351436 0.0 -0.1 0.0 -0.595
O 1.766584 -1.867161 -1.513743 -0.1 0.2 0.0 0.105
O -0.262397 -2.841098 -1.571243 0.1 0.0 0.0 -0.005
C 0.362544 -4.022133 -2.102947 0.0 -0.2 0.0 -0.011
H 0.071920 1.346551 -2.504012 0.0 0.1 0.1 0.080
H 1.480089 2.068171 -1.702949 0.0 0.0 0.0 0.047
H 1.636742 0.537741 -2.568467 0.0 0.0 0.1 0.081
H 0.010702 1.003461 -0.010197 -0.1 -0.1 0.0 0.120
H 1.538727 0.134492 -0.098606 0.0 -0.1 -0.1 0.126
H 1.205716 -4.327061 -1.489615 0.0 0.0 0.0 0.096
H 0.688155 -3.841622 -3.125624 0.1 0.0 0.0 0.103
H -0.393567 -4.800440 -2.091021 -0.1 0.1 0.0 0.095
C -2.954081 4.119473 3.117704 0.1 -0.1 0.2 -0.054
C -1.742325 4.578785 2.337836 -0.3 0.1 -0.3 -0.230
O -0.583460 4.741941 3.167726 0.1 0.0 -0.1 0.027
C 0.060568 3.605338 3.460396 0.0 0.0 0.1 -0.616
O -0.225264 2.510746 3.050163 0.0 0.0 0.0 0.121
O 1.074677 3.898069 4.266258 0.0 0.0 0.0 0.010
C 1.812977 2.752821 4.719263 0.1 -0.1 0.1 -0.017
H -3.143517 4.793332 3.953262 0.0 0.0 0.0 0.087
H -3.832830 4.100413 2.473482 0.0 0.0 0.0 0.084
H -2.798993 3.119202 3.519095 0.0 0.0 -0.1 0.079
H -1.930842 5.564873 1.910598 0.1 0.1 0.1 0.114
H -1.511251 3.898429 1.516606 0.0 -0.1 0.1 0.112
H 2.128240 2.137329 3.880156 -0.1 0.0 0.0 0.096
H 1.202671 2.163116 5.400720 0.0 0.0 0.0 0.095
H 2.685853 3.130811 5.241380 -0.1 0.1 0.0 0.097
C -6.484781 6.444987 -4.599139 0.1 -0.1 0.2 -0.057
C -5.193484 6.781011 -5.307400 -0.3 0.1 -0.3 -0.191
O -4.064192 6.758672 -4.399170 0.1 0.0 0.0 0.039
C -3.595491 5.558895 -4.110163 -0.1 0.0 -0.1 -0.606
O -3.965012 4.499242 -4.526577 0.0 0.0 0.0 0.155
O -2.572956 5.713669 -3.234010 0.2 0.1 0.0 -0.035
C -1.986774 4.484564 -2.795229 0.0 0.0 -0.1 -0.031
H -6.633516 7.103961 -3.743361 0.0 0.1 -0.1 0.084
H -7.323239 6.566097 -5.283461 0.0 0.0 0.0 0.088
H -6.479680 5.416340 -4.241037 0.0 0.0 -0.1 0.079
H -5.212472 7.797118 -5.693919 0.1 0.0 0.1 0.125
H -4.999082 6.105320 -6.138742 0.1 -0.1 0.1 0.127
H -1.675402 3.862580 -3.632466 -0.1 0.0 0.0 0.114
H -2.657905 3.924314 -2.147571 -0.1 0.0 0.0 0.118
H -1.117103 4.782262 -2.219290 -0.1 -0.3 0.2 0.038
C -0.076315 -1.130576 10.943815 -0.1 -0.1 -0.2 -0.063
C 0.614292 -0.023659 10.179446 0.0 0.1 0.3 -0.209
O 0.776271 -0.355596 8.788031 0.0 0.0 0.0 0.036
C -0.307922 -0.196740 8.034863 0.0 0.0 0.0 -0.617
O -1.375397 0.223789 8.397312 0.0 0.0 0.0 0.124
O -0.006672 -0.574087 6.789709 0.0 0.0 -0.1 -0.003
C -1.100085 -0.502647 5.871504 -0.1 0.0 -0.2 -0.039
H 0.450726 -2.074699 10.803641 0.0 0.0 0.1 0.083
H -0.094956 -0.894044 12.007377 0.0 0.0 0.0 0.082
H -1.102045 -1.258746 10.600914 0.0 0.0 0.0 0.077
H 1.627589 0.126204 10.546579 0.0 0.0 -0.1 0.122
H 0.078068 0.920460 10.268489 -0.1 0.0 -0.1 0.122
H -1.558410 0.484049 5.888395 0.0 0.0 0.1 0.090
H -1.845012 -1.260865 6.106529 0.0 0.0 0.1 0.099
H -0.686978 -0.691561 4.884971 0.1 0.0 0.0 0.093
C 3.827714 -8.002172 -0.034395 -0.2 -0.1 0.1 -0.060
C 3.735050 -8.398415 -1.490971 0.3 0.1 0.0 -0.208
O 2.638072 -9.296708 -1.736438 0.0 0.0 0.0 0.042
C 1.440526 -8.726387 -1.819601 0.1 0.0 0.0 -0.614
O 1.209176 -7.546876 -1.725176 -0.1 0.1 0.0 0.108
O 0.535989 -9.678966 -2.030339 0.0 0.0 0.0 0.010
C -0.815750 -9.215400 -2.099022 -0.1 0.0 0.0 -0.035
H 3.874045 -8.889246 0.598003 0.1 0.0 0.0 0.083
H 4.723367 -7.403665 0.132710 0.0 0.0 0.0 0.079
H 2.960046 -7.415844 0.265248 0.0 0.0 0.0 0.074
H 4.618968 -8.954284 -1.797014 -0.1 -0.1 0.0 0.123
H 3.642875 -7.526641 -2.138166 -0.1 0.0 0.0 0.120
H -0.914182 -8.412999 -2.826523 0.0 0.0 0.0 0.094
H -1.146841 -8.869767 -1.121054 0.0 0.1 0.0 0.098
H -1.407487 -10.071386 -2.407597 0.0 0.0 0.0 0.094
C -3.624658 -2.413850 -1.508654 0.0 -0.2 0.2 -0.056
C -4.497105 -2.974446 -2.609530 0.1 0.3 -0.1 -0.208
O -4.662111 -4.396519 -2.484662 0.0 0.0 0.0 0.037
C -5.558358 -4.786964 -1.579705 0.0 0.0 0.0 -0.614
O -6.241870 -4.066511 -0.899825 0.0 0.0 0.0 0.122
O -5.574683 -6.118981 -1.560628 0.0 0.0 0.0 0.004
C -6.469375 -6.686854 -0.598381 0.0 -0.1 0.0 -0.036
H -2.672813 -2.940508 -1.469568 0.0 0.1 -0.1 0.062
H -3.428582 -1.354926 -1.679582 0.0 0.0 0.0 0.081
H -4.109606 -2.521753 -0.538717 -0.1 0.0 0.0 0.080
H -4.028267 -2.834386 -3.582159 0.0 -0.1 0.0 0.122
H -5.474536 -2.493504 -2.635921 0.0 -0.1 0.1 0.122
H -7.470746 -6.278996 -0.713234 0.0 0.0 0.0 0.096
H -6.108098 -6.497524 0.411021 0.0 0.1 0.0 0.098
H -6.477110 -7.754594 -0.794017 0.0 0.0 0.0 0.093
C 9.167487 -4.219476 -2.763420 -0.1 0.2 0.1 -0.065
C 8.027290 -5.166891 -2.463230 0.2 -0.2 -0.2 -0.213
O 7.154830 -4.648665 -1.445224 0.0 0.0 0.0 0.031
C 6.279162 -3.731079 -1.856661 0.0 0.0 0.0 -0.617
O 6.147566 -3.335357 -2.986838 0.0 0.0 0.0 0.120
O 5.569019 -3.334282 -0.805261 0.0 0.1 0.1 0.008
C 4.591901 -2.321229 -1.093141 0.2 -0.1 0.0 -0.042
H 9.704472 -3.970293 -1.847609 0.0 -0.1 0.0 0.082
H 9.863541 -4.681640 -3.463197 0.0 0.0 0.0 0.081
H 8.797160 -3.294936 -3.204250 0.0 0.0 0.0 0.075
H 8.402129 -6.103818 -2.055513 0.0 0.0 0.1 0.122
H 7.449513 -5.393804 -3.358617 -0.1 0.1 0.0 0.122
H 3.955699 -2.624437 -1.915291 0.0 0.0 0.0 0.078
H 5.094480 -1.383802 -1.331875 0.0 0.0 -0.1 0.099
H 4.001317 -2.207295 -0.191529 0.0 -0.1 0.0 0.088
```
Positions in Å, forces in eV/Å.

Its HOMO-LUMO gap is 7.9291 eV. The calculation puts the LUMO energy at -3.88 eV. Its HOMO energy is -11.81 eV. The net charge is +1. The largest force on an atom comes out at 0.6 eV Å⁻¹.